Entry from the OMol25 dataset: C14H17N3O2S2 in the gas phase in a non-equilibrium geometry (the ωB97M-V functional and the def2-TZVPD basis).

ORCA input file:
```
! wB97M-V def2-TZVPD RIJCOSX def2/J DEFGRID3
* xyz 0 1
C 1.17 3.84 0.71
C 1.25 3.12 2.05
O 1.42 1.74 1.80
C 1.44 0.94 2.96
C 1.45 -0.52 2.51
C 0.27 -0.85 1.68
N -0.12 -2.04 1.41
N -1.19 -2.11 0.63
C -1.65 -0.96 0.27
N -2.72 -0.72 -0.53
C -3.40 -1.56 -1.40
O -4.42 -1.15 -1.92
C -2.76 -2.87 -1.72
H -2.12 -3.24 -0.92
H -3.51 -3.60 -2.01
S -1.75 -2.60 -3.23
C -0.45 -1.58 -2.56
C 0.58 -2.16 -1.83
C 1.58 -1.36 -1.31
C 1.55 0.01 -1.51
C 0.54 0.58 -2.26
C -0.47 -0.21 -2.79
H -1.27 0.22 -3.37
H 0.52 1.65 -2.42
H 2.32 0.64 -1.08
H 2.37 -1.81 -0.73
H 0.59 -3.23 -1.67
H -3.11 0.22 -0.49
S -0.72 0.39 0.93
H 1.50 -1.19 3.36
H 2.35 -0.68 1.90
H 2.33 1.16 3.57
H 0.54 1.14 3.57
H 2.10 3.50 2.64
H 0.33 3.28 2.63
H 1.04 4.90 0.87
H 2.09 3.67 0.15
H 0.34 3.44 0.14
*
```

Output
- M (g mol⁻¹) = 323.443
- SMILES string = CCOCCc1nnc(NC(=O)CSc2ccccc2)s1
- E_HOMO (eV) = -8.8
- frontier orbital gap (eV) = 9.123

***

Entry from the OMol25 dataset: a molecular structure, C14H17N3SSr in a non-equilibrium geometry (the ωB97M-V functional and the def2-TZVPD basis).

ORCA input file:
```
! wB97M-V def2-TZVPD RIJCOSX def2/J DEFGRID3
* xyz 0 1
C -3.44 -1.03 1.16
C -3.49 1.30 -0.75
H -2.99 -1.72 0.24
H -4.62 -0.69 0.91
H -2.97 -0.34 2.06
H -3.01 0.57 -1.61
H -4.67 0.92 -0.47
H -3.03 2.07 0.09
C 0.22 -2.80 0.56
C 1.19 -3.82 0.51
C 2.37 -3.58 -0.20
C 2.56 -2.34 -0.81
H -0.71 -2.95 1.13
H 1.00 -4.76 1.03
H 3.14 -4.35 -0.28
H 3.46 -2.10 -1.39
N 0.37 -1.62 -0.07
C 1.54 -1.36 -0.70
C 1.72 0.02 -1.23
N 0.69 0.88 -1.07
C 0.86 2.17 -1.43
C 3.09 1.76 -2.24
C 2.04 2.66 -2.02
H 0.02 2.85 -1.22
H 2.10 3.71 -2.29
C 2.94 0.43 -1.85
H 3.73 -0.31 -1.99
H 4.02 2.10 -2.71
Sr -1.81 0.20 0.29
C -1.42 2.89 1.07
H -1.74 3.76 0.48
H -0.35 2.99 1.27
H -1.96 2.86 2.03
S 0.42 -0.31 5.13
C -0.34 -0.12 3.72
N -0.91 0.03 2.69
*
```

Output
- M (g mol⁻¹) = 346.998
- E_HOMO (alpha / beta) (eV) = -6.6 / -6.6
- frontier orbital gap (alpha / beta) (eV) = 5.490 / 5.139

***

Entry from the OMol25 dataset: C14H17NO4 in the gas phase in a non-equilibrium geometry (the ωB97M-V functional and the def2-TZVPD basis).

ORCA input file:
```
! wB97M-V def2-TZVPD RIJCOSX def2/J DEFGRID3
* xyz 0 1
O -2.58 3.02 2.12
O -0.40 1.40 -3.46
O 1.70 0.58 -0.23
N 3.44 -4.32 0.95
O 0.66 -1.49 -0.67
C -1.47 3.02 1.68
C 0.19 1.01 -2.46
C 0.74 -0.14 -0.66
C 2.51 -4.60 -0.07
C 3.30 -3.14 1.54
C 1.69 -3.61 -0.58
C 2.45 -2.10 1.06
C 1.61 -2.36 -0.02
C -0.74 4.20 1.85
C -2.71 -0.70 -0.49
C -0.93 1.75 1.11
C -1.81 -0.15 -1.61
C -0.79 1.93 -0.42
C -0.47 0.57 -1.14
H 1.27 0.77 -2.55
H 2.62 -5.51 -0.65
H 3.88 -2.84 2.45
H 0.99 -3.81 -1.36
H 2.43 -1.14 1.49
H -1.00 4.70 2.77
H -0.72 4.86 1.03
H 0.32 4.01 2.01
H -2.98 -0.01 0.30
H -3.58 -1.13 -1.03
H -2.41 -1.70 -0.06
H -1.58 0.85 1.32
H 0.05 1.52 1.56
H -1.58 -1.05 -2.26
H -2.39 0.60 -2.18
H -1.73 2.32 -0.77
H 0.03 2.69 -0.57
*
```

Output
- M (g mol⁻¹) = 263.293
- SMILES string = CC[C@@](C=O)(CCC(C)=O)C(=O)Oc1ccncc1
- E_HOMO (eV) = -9.6
- frontier orbital gap (eV) = 9.652

***

Entry from the OMol25 dataset: 2 unconnected molecules or ions with the total composition C14H18BBrN4O5PS in a non-equilibrium geometry (the ωB97M-V functional and the def2-TZVPD basis).

ORCA input file:
```
! wB97M-V def2-TZVPD RIJCOSX def2/J DEFGRID3
* xyz 1 1
N 1.31 1.86 0.88
C 0.19 0.87 0.67
C -0.98 1.43 -0.39
C -2.50 1.43 0.30
C -3.12 0.03 0.90
C -2.41 -1.44 0.88
O -1.43 -1.85 0.07
O -2.94 -2.47 1.84
B -3.63 -3.45 0.93
N -4.57 -3.05 -0.20
O -3.34 -4.91 1.13
C -4.62 0.11 1.62
C -5.43 1.54 1.67
N -4.82 2.81 1.05
Br -5.92 4.35 1.17
C -3.43 2.82 0.38
P -2.74 4.47 -0.38
S -2.33 4.19 -2.30
H 2.20 1.35 0.58
H 1.43 1.94 1.93
H -0.35 0.52 1.65
H 0.61 -0.12 0.15
H -0.62 2.53 -0.67
H -0.99 0.79 -1.37
H -4.01 -3.01 -1.10
H -5.01 -2.11 -0.03
H -2.32 -4.97 1.19
H -5.10 -0.85 2.09
H -6.48 1.53 2.22
H -3.70 5.55 -0.35
H -1.57 4.96 0.35
C 6.52 -2.70 -1.96
C 6.05 -2.76 -0.65
C 5.39 -1.67 -0.09
C 5.20 -0.51 -0.86
C 5.68 -0.44 -2.17
C 6.34 -1.55 -2.72
N 4.49 0.63 -0.28
O 4.10 0.54 0.89
O 4.31 1.62 -1.00
H 7.03 -3.56 -2.39
H 6.20 -3.67 -0.06
H 5.03 -1.73 0.94
H 5.54 0.45 -2.78
H 6.71 -1.50 -3.74
*
```

Output
- M (g mol⁻¹) = 476.078
- E_HOMO (eV) = -11.8
- frontier orbital gap (eV) = 5.765

***

Entry from the OMol25 dataset: a molecular structure, C14H18BeN3O7 (the ωB97M-V functional and the def2-TZVPD basis).

ORCA input file:
```
! wB97M-V def2-TZVPD RIJCOSX def2/J DEFGRID3
* xyz 1 1
Be 0.85 -1.08 0.05
O -3.21 -0.93 2.36
C -2.10 -1.01 1.62
O -2.09 -1.09 0.42
C -0.87 -0.96 2.47
C -0.90 -0.80 3.85
C 0.30 -0.82 4.55
C 1.48 -1.06 3.88
C 1.43 -1.22 2.51
N 0.29 -1.12 1.82
C 2.58 -1.46 1.54
O 3.83 -1.47 2.03
O 2.41 -0.83 0.43
H -3.99 -0.98 1.79
H -1.85 -0.67 4.34
H 0.30 -0.67 5.62
H 2.43 -1.09 4.40
H 3.92 -2.11 2.74
C -0.66 -0.88 -3.27
N -0.62 0.51 -2.84
C -1.01 1.50 -3.84
C -1.53 2.76 -3.16
C -0.48 3.22 -2.16
N -0.16 2.13 -1.24
C 0.38 2.52 0.05
C -0.18 0.85 -1.63
O 0.19 -0.05 -0.82
H -1.64 -1.10 -3.69
H -0.49 -1.54 -2.43
H 0.10 -1.07 -4.04
H -1.78 1.06 -4.47
H -0.15 1.74 -4.48
H -2.46 2.53 -2.63
H -1.72 3.53 -3.89
H -0.85 4.06 -1.57
H 0.42 3.55 -2.68
H -0.27 3.26 0.51
H 1.38 2.95 -0.05
H 0.44 1.65 0.70
O 2.32 -3.13 1.26
C 1.55 -3.45 0.29
O 0.80 -2.70 -0.36
H 1.58 -4.52 0.03
*
```

Output
- M (g mol⁻¹) = 349.324
- E_HOMO (eV) = -12.2
- frontier orbital gap (eV) = 8.795

***

Entry from the OMol25 dataset: C14H18BrN2O8PS in the gas phase in a non-equilibrium geometry (the ωB97M-V functional and the def2-TZVPD basis).

ORCA input file:
```
! wB97M-V def2-TZVPD RIJCOSX def2/J DEFGRID3
* xyz 0 1
O 2.36 -3.15 -2.03
O -3.31 -2.00 -4.35
O -1.10 -2.05 0.80
O -3.41 -1.36 1.07
Br 0.45 -2.34 -4.99
O 0.21 3.41 3.84
O 0.88 0.64 2.71
O 1.11 3.88 1.55
O -1.79 0.41 1.42
S -1.94 -0.32 -1.39
C 1.78 -2.67 -1.09
C -2.30 -1.71 -3.76
C 2.19 -0.36 -2.07
C 2.28 1.08 -1.90
C 1.82 -1.18 -0.98
C 2.02 1.53 -0.56
C 1.47 -0.53 0.25
N 1.25 -3.49 -0.18
N 1.52 0.82 0.48
C -1.00 -1.12 -4.45
C -2.32 -1.94 -2.26
C -1.63 0.27 2.86
C -0.44 2.59 2.86
C -0.32 1.08 3.36
C 1.47 1.55 1.74
C 0.40 2.66 1.62
P -2.10 -0.96 0.53
H 0.02 3.07 4.74
H 0.89 4.43 2.33
H 2.45 -0.71 -3.10
H 2.46 1.83 -2.76
H 2.26 2.55 -0.36
H 1.08 -1.16 0.98
H 1.02 -4.40 -0.50
H 0.46 -2.97 0.19
H -1.33 -0.45 -5.26
H -0.59 -0.36 -3.76
H -3.23 -2.20 -1.81
H -1.52 -2.64 -2.02
H -1.58 -0.80 3.13
H -2.49 0.78 3.41
H -1.43 2.87 2.63
H -0.24 0.98 4.45
H 2.43 2.03 1.96
H -0.19 2.40 0.67
*
```

Output
- M (g mol⁻¹) = 485.249
- E_HOMO (eV) = -8.3
- frontier orbital gap (eV) = 6.735

***

Entry from the OMol25 dataset: 4 unconnected molecules or ions with the total composition C14H18Cl4N2 in a non-equilibrium geometry (the ωB97M-V functional and the def2-TZVPD basis).

ORCA input file:
```
! wB97M-V def2-TZVPD RIJCOSX def2/J DEFGRID3
* xyz 0 1
Cl -12.45 -21.83 -16.87
C -11.17 -20.91 -17.68
C -10.56 -21.75 -18.78
Cl -9.56 -20.76 -19.88
H -10.38 -20.74 -16.94
H -11.58 -19.98 -18.07
H -11.28 -22.25 -19.42
H -9.92 -22.53 -18.38
Cl -5.91 -26.55 -22.91
C -7.39 -25.78 -22.23
C -7.02 -24.92 -21.04
Cl -8.45 -24.21 -20.30
H -8.11 -26.56 -22.02
H -7.75 -25.21 -23.08
H -6.34 -24.12 -21.32
H -6.48 -25.55 -20.33
N -11.87 -20.62 -13.51
C -11.14 -19.56 -13.91
C -10.97 -18.42 -13.16
C -11.58 -18.33 -11.91
C -12.29 -19.43 -11.46
C -12.41 -20.53 -12.29
H -10.78 -19.67 -14.92
H -10.41 -17.58 -13.55
H -11.51 -17.39 -11.40
H -12.78 -19.42 -10.50
H -12.94 -21.39 -11.90
N -6.08 -19.44 -15.94
C -6.99 -19.38 -14.97
C -7.96 -20.32 -14.74
C -7.95 -21.45 -15.54
C -6.99 -21.58 -16.54
C -6.09 -20.55 -16.70
H -6.90 -18.49 -14.36
H -8.67 -20.27 -13.93
H -8.71 -22.22 -15.38
H -7.04 -22.44 -17.19
H -5.31 -20.60 -17.46
*
```

Output
- M (g mol⁻¹) = 356.124
- SMILES string = c1ccncc1.c1ccncc1.ClCCCl.ClCCCl
- E_HOMO (eV) = -9.8
- frontier orbital gap (eV) = 10.436

***

Entry from the OMol25 dataset: a molecular structure, C14H18F6IrN4O7S2 in a non-equilibrium geometry (the ωB97M-V functional and the def2-TZVPD basis).

ORCA input file:
```
! wB97M-V def2-TZVPD RIJCOSX def2/J DEFGRID3
* xyz 1 1
Ir 0.13 -0.27 0.23
O 0.56 -1.18 1.97
C -0.04 -2.48 2.36
C -1.32 -2.32 3.13
C -2.26 -1.29 2.49
C -2.59 -1.56 1.05
C -3.75 -2.27 0.75
C -4.10 -2.52 -0.56
C -3.28 -2.05 -1.57
C -2.13 -1.39 -1.22
N -1.77 -1.15 0.06
H 0.50 -0.56 2.71
H 0.73 -2.99 2.94
H -0.17 -3.01 1.42
H -1.11 -2.00 4.16
H -1.78 -3.31 3.20
H -1.82 -0.30 2.59
H -3.19 -1.25 3.06
H -4.37 -2.60 1.57
H -5.01 -3.06 -0.79
H -3.51 -2.21 -2.61
H -1.45 -1.03 -1.98
F -0.66 3.89 2.82
C 0.48 3.64 2.19
F 1.39 4.53 2.53
F 0.91 2.42 2.54
S 0.23 3.72 0.33
O 0.91 2.55 -0.19
O 0.64 5.01 -0.06
N -1.33 3.52 0.13
S -1.84 2.06 0.11
O -1.65 1.32 -1.12
O -1.40 1.25 1.27
C -3.66 2.34 0.29
F -4.09 3.06 -0.72
F -3.91 2.95 1.43
F -4.23 1.14 0.28
C 4.37 -0.98 0.39
C 2.90 -0.95 0.16
N 2.18 0.13 0.29
O 2.89 1.23 0.69
C 2.19 -2.12 -0.29
C 2.86 -3.41 -0.64
N 0.91 -1.95 -0.47
O 0.15 -2.84 -0.94
H 4.69 -0.16 1.02
H 4.89 -0.90 -0.57
H 4.65 -1.93 0.84
H 2.29 1.97 0.42
H 3.75 -3.23 -1.24
H 2.18 -4.04 -1.19
H 3.17 -3.94 0.26
*
```

Output
- M (g mol⁻¹) = 724.658
- E_HOMO (eV) = -11.8
- frontier orbital gap (eV) = 6.818

***

Entry from the OMol25 dataset: C14H18N2O9 in the gas phase in a non-equilibrium geometry (the ωB97M-V functional and the def2-TZVPD basis).

ORCA input file:
```
! wB97M-V def2-TZVPD RIJCOSX def2/J DEFGRID3
* xyz 0 1
O -4.76 0.13 1.71
N -4.37 -0.26 0.64
O -4.83 -1.18 0.01
C -3.19 0.38 0.10
C -2.22 0.81 1.00
C -1.00 1.30 0.56
C -0.73 1.34 -0.84
C -1.72 0.94 -1.73
C -2.95 0.47 -1.27
N -3.97 0.20 -2.27
O -5.09 0.56 -2.01
O -3.59 -0.29 -3.31
H -1.57 0.97 -2.79
O 0.48 1.80 -1.16
C 0.94 1.72 -2.50
C 1.26 0.28 -2.95
H 0.49 -0.40 -2.59
O 2.54 -0.15 -2.57
C 2.74 -0.41 -1.19
H 2.52 0.48 -0.59
C 1.94 -1.62 -0.67
O 2.69 -2.47 0.17
C 3.04 -1.95 1.43
C 1.85 -1.71 2.37
O 1.41 -0.38 2.18
C 0.29 -0.03 2.96
C 0.02 1.46 2.72
H -0.90 1.77 3.23
H 0.86 2.04 3.09
O -0.01 1.76 1.34
H 0.49 -0.19 4.03
H -0.57 -0.65 2.67
H 2.17 -1.85 3.41
H 1.05 -2.42 2.14
H 3.60 -1.01 1.33
H 3.69 -2.72 1.86
H 1.68 -2.26 -1.53
H 1.02 -1.29 -0.18
H 3.81 -0.64 -1.11
H 1.28 0.25 -4.04
H 0.21 2.17 -3.19
H 1.86 2.31 -2.51
H -2.46 0.73 2.05
*
```

Output
- M (g mol⁻¹) = 358.303
- SMILES string = O=[N+]([O-])c1cc2c(cc1[N+](=O)[O-])OCCOCCOCCOCCO2
- E_HOMO (eV) = -9.2
- frontier orbital gap (eV) = 8.273

***

Entry from the OMol25 dataset: C14H18N4O4 in the gas phase in a non-equilibrium geometry (the ωB97M-V functional and the def2-TZVPD basis).

ORCA input file:
```
! wB97M-V def2-TZVPD RIJCOSX def2/J DEFGRID3
* xyz 0 1
O -0.77 0.82 -0.21
C 0.41 0.64 -0.44
N 0.94 -0.61 -0.32
N 0.13 -1.64 0.17
C 0.70 -2.76 0.67
O 1.91 -2.92 0.63
C -0.25 -3.76 1.23
C 0.26 -4.65 2.18
C -0.56 -5.61 2.74
C -1.89 -5.68 2.34
C -2.40 -4.82 1.38
C -1.58 -3.85 0.83
H -1.97 -3.20 0.07
H -3.43 -4.91 1.08
N -2.75 -6.69 2.91
O -3.90 -6.74 2.52
O -2.28 -7.42 3.76
H -0.19 -6.31 3.48
H 1.30 -4.57 2.46
H -0.82 -1.32 0.34
H 1.92 -0.86 -0.33
C 1.44 1.66 -0.90
N 0.91 3.00 -0.93
C 1.96 4.00 -1.00
C 1.38 5.39 -0.82
C 0.33 5.66 -1.90
C -0.72 4.56 -1.86
C -0.05 3.20 -2.00
H -0.81 2.42 -1.92
H 0.43 3.12 -2.99
H -1.45 4.69 -2.66
H -1.24 4.59 -0.90
H -0.13 6.64 -1.75
H 0.82 5.67 -2.88
H 2.18 6.13 -0.86
H 0.90 5.44 0.16
H 2.69 3.80 -0.21
H 2.50 3.94 -1.97
H 2.27 1.63 -0.20
H 1.82 1.32 -1.89
*
```

Output
- M (g mol⁻¹) = 306.322
- SMILES string = O=C(CN1CCCCC1)NNC(=O)c1ccc([N+](=O)[O-])cc1
- E_HOMO (eV) = -8.9
- frontier orbital gap (eV) = 7.951

***

Entry from the OMol25 dataset: a molecular structure, C14H19AgF6N4O7S4 in a non-equilibrium geometry (the ωB97M-V functional and the def2-TZVPD basis).

ORCA input file:
```
! wB97M-V def2-TZVPD RIJCOSX def2/J DEFGRID3
* xyz -2 1
Ag 0.53 0.25 -0.07
S 2.89 -0.72 0.91
C 2.07 -0.38 2.36
C 2.76 -0.25 3.59
C 2.06 0.05 4.73
C 0.67 0.19 4.65
C 0.07 0.00 3.42
N 0.72 -0.28 2.31
H 3.83 -0.38 3.59
H 2.58 0.19 5.67
H 0.09 0.44 5.52
H -1.01 0.07 3.33
C -1.66 1.82 -3.15
S -1.90 1.11 -1.49
O -3.34 1.00 -1.35
O -1.35 2.03 -0.47
O -1.30 -0.21 -1.48
H -1.58 2.88 -3.00
H -2.54 1.54 -3.72
H -0.75 1.42 -3.57
F 3.09 3.06 -1.69
C 2.09 3.82 -1.17
F 2.62 4.36 -0.05
F 1.98 4.86 -2.04
S 0.42 2.83 -0.84
O 0.69 1.82 -1.83
O 0.72 2.63 0.54
N -0.44 4.02 -1.46
S -0.70 5.31 -0.65
O -0.01 5.48 0.60
O -0.76 6.47 -1.50
C -2.55 5.20 -0.19
F -3.03 6.43 0.11
F -3.26 4.78 -1.24
F -2.87 4.44 0.86
C -0.93 -2.83 0.29
C -1.36 -4.31 0.15
N -0.43 -5.02 -0.74
C 0.90 -5.00 -0.14
C 1.33 -3.54 0.16
N 0.35 -2.62 -0.38
C 0.19 -2.88 -1.81
C -0.39 -4.31 -2.01
H -0.81 -2.54 1.34
H -1.65 -2.15 -0.17
H -2.36 -4.41 -0.28
H -1.35 -4.83 1.11
H 1.58 -5.49 -0.84
H 0.87 -5.60 0.77
H 2.30 -3.31 -0.28
H 1.41 -3.36 1.23
H 1.17 -2.78 -2.28
H -0.48 -2.12 -2.21
H 0.22 -4.90 -2.70
H -1.41 -4.28 -2.41
*
```

Output
- M (g mol⁻¹) = 705.451
- E_HOMO (eV) = -1.9
- frontier orbital gap (eV) = 6.406

***

- The lowest M belongs to which entry?
  C14H17NO4